Entry 1:
A structure of composition C7H11O3P. Source: the Open Molecules 2025 dataset; level of theory: the ωB97M-V functional and the def2-TZVPD basis.

As for the HOMO energy: -8.46 eV. As for the total energy: -840.36439 a.u. The calculation puts the maximum force at 4.02 eV/Å. The calculation puts the energy above the lowest of the compared OMol25 structures with the same formula, charge and spin at 0.000 eV. The gap between HOMO and LUMO is 8.66 eV.

```
! RIJCOSX wB97M-V def2-TZVPD def2/J DEFGRID3
* xyz 0 1
C -1.53394 0.59183 1.96813
C -2.29114 0.98212 0.82014
C -0.17498 0.73651 1.68024
C -1.40794 1.42219 -0.16033
C -0.08220 1.27100 0.36962
C 0.73965 0.50021 -2.67047
C 1.74302 -2.02262 0.95116
O -1.06365 -1.86416 -0.16628
O -0.04909 -0.56445 -2.09568
O 1.46200 -1.30526 -0.28392
P -0.07410 -0.88219 -0.51709
H -1.82798 -0.07582 2.84588
H -3.33671 0.90645 0.58714
H 0.72044 0.56974 2.38178
H -1.56980 1.97269 -1.03028
H 0.68573 1.82234 -0.14486
H 1.23834 0.01926 -3.45046
H 1.48144 1.00701 -1.98788
H 0.06152 1.35647 -2.93811
H 0.78307 -2.42659 1.24846
H 1.94928 -1.32315 1.74774
H 2.54702 -2.69358 0.84509
*
```

How is the electron density shared among the atoms? According to Löwdin, the charges in e are: C -0.12; C -0.11; C -0.17; C -0.16; C -0.22; C -0.10; C -0.07; O -0.20; O -0.25; O -0.25; P 0.63; H 0.12; H 0.10; H 0.13; H 0.09; H 0.10; H 0.07; H 0.09; H 0.10; H 0.08; H 0.07; H 0.08


Entry 2:
The ion C7H11O4 with charge +1. Source: the Open Molecules 2025 dataset; level of theory: the ωB97M-V functional and the def2-TZVPD basis.

As for the HOMO energy: -14.76 eV. As for the total energy: -573.98627 a.u. The calculation puts the maximum force at 5.63 eV/Å. The calculation puts the energy above the lowest of the compared OMol25 structures with the same formula, charge and spin at 0.000 eV. The gap between HOMO and LUMO is 10.66 eV.

```
! RIJCOSX wB97M-V def2-TZVPD def2/J DEFGRID3
* xyz 1 1
C -0.68542 -0.28107 -1.76252
C 0.06820 -0.81330 1.26453
C 0.67574 -0.07984 0.04221
C -0.04591 1.29342 -0.28740
C -1.35310 -0.84445 -2.91192
C 0.75715 2.49530 -0.69004
C 0.53796 -1.45877 3.47925
O -1.02371 -1.37496 1.21088
O -0.92495 0.92866 -1.35664
O 0.26511 -0.83016 -1.12134
O 0.89812 -0.70303 2.27755
H 1.68899 -0.23324 0.17949
H -0.63625 1.46551 0.54676
H -2.12496 -0.14275 -3.13964
H -1.94592 -1.69038 -2.56109
H -0.69094 -1.24523 -3.80667
H 0.84077 2.70394 -1.65611
H 1.81437 2.18060 -0.36976
H 0.56309 3.45144 -0.19789
H -0.08475 -2.30738 3.02286
H -0.11090 -0.84126 4.05935
H 1.51732 -1.67307 3.77811
*
```

How is the electron density shared among the atoms? According to Löwdin, the charges in e are: C -0.31; C -0.44; C -0.02; C -0.18; C 0.10; C 0.03; C 0.05; O 0.14; O 0.16; O 0.17; O -0.01; H 0.15; H 0.15; H 0.10; H 0.13; H 0.18; H 0.04; H 0.13; H 0.11; H 0.13; H 0.10; H 0.09


Entry 3:
The molecule C7H12. Source: the Open Molecules 2025 dataset; level of theory: the ωB97M-V functional and the def2-TZVPD basis.

As for the HOMO energy: -9.22 eV. As for the total energy: -273.82180 a.u. The SMILES is CC#CCCCC. The calculation puts the maximum force at 1.30 eV/Å. The calculation puts the energy above the lowest of the compared OMol25 structures with the same formula, charge and spin at 2.361 eV. The gap between HOMO and LUMO is 10.15 eV.

```
! RIJCOSX wB97M-V def2-TZVPD def2/J DEFGRID3
* xyz 0 1
C 3.62536 -0.57634 1.04086
C 2.57451 -0.10295 0.21937
C 1.72210 0.41268 -0.44451
C 0.47204 -0.09001 -0.97941
C -0.65441 0.48040 -0.14350
C -1.93575 -0.14548 -0.58822
C -3.12428 0.41286 0.16378
H 3.78956 0.11811 1.86658
H 4.45827 -0.62776 0.35636
H 3.37196 -1.55144 1.44523
H 0.53888 -1.18601 -0.90548
H 0.43878 0.15123 -2.03722
H -0.51093 0.30643 0.93814
H -0.67228 1.56779 -0.27438
H -1.84651 -1.22819 -0.44260
H -1.99855 0.02477 -1.67216
H -3.04114 0.24179 1.24638
H -3.19182 1.49434 0.01165
H -4.04077 -0.05596 -0.18570
*
```

How is the electron density shared among the atoms? According to Löwdin, the charges in e are: C -0.10; C -0.11; C -0.05; C -0.25; C -0.25; C -0.30; C -0.12; H 0.09; H 0.08; H 0.09; H 0.12; H 0.11; H 0.13; H 0.12; H 0.11; H 0.11; H 0.08; H 0.07; H 0.06


Entry 4:
The molecule C7H12. Source: the Open Molecules 2025 dataset; level of theory: the ωB97M-V functional and the def2-TZVPD basis.

As for the HOMO energy: -7.93 eV. As for the total energy: -273.77015 a.u. The calculation puts the maximum force at 0.36 eV/Å. The calculation puts the energy above the lowest of the compared OMol25 structures with the same formula, charge and spin at 3.766 eV. The gap between HOMO and LUMO is 7.69 eV.

```
! RIJCOSX wB97M-V def2-TZVPD def2/J DEFGRID3
* xyz 0 1
C 2.56819 0.41947 1.48900
C 1.36238 1.14557 0.89805
C 0.35034 0.19602 0.25846
C -0.84398 0.93446 -0.36087
C -1.91856 0.23732 -1.12065
C -1.97047 -1.19185 -0.95516
C -2.43312 -1.88995 -2.00997
H 2.25842 -0.29830 2.25765
H 3.10873 -0.13794 0.71476
H 3.27297 1.11996 1.94952
H 0.86329 1.73269 1.68120
H 1.70224 1.87179 0.14708
H 0.00748 -0.52401 1.01400
H 0.84979 -0.39642 -0.52078
H -1.44172 1.43052 0.43224
H -0.49432 1.78861 -0.96060
H -1.54155 -1.73354 -0.10583
H -2.86296 -1.36325 -2.85716
H -2.33886 -2.97172 -2.07581
*
```

How is the electron density shared among the atoms? According to Löwdin, the charges in e are: C -0.12; C -0.29; C -0.25; C -0.27; C 0.02; C -0.25; C 0.05; H 0.07; H 0.07; H 0.07; H 0.11; H 0.11; H 0.11; H 0.12; H 0.13; H 0.11; H 0.09; H 0.06; H 0.06


Entry 5:
The molecule C7H12. Source: the Open Molecules 2025 dataset; level of theory: the ωB97M-V functional and the def2-TZVPD basis.

As for the HOMO energy: -8.45 eV. As for the total energy: -273.77994 a.u. The SMILES is C=C(C)C/C=C/C. The calculation puts the maximum force at 7.00 eV/Å. The calculation puts the energy above the lowest of the compared OMol25 structures with the same formula, charge and spin at 3.500 eV. The gap between HOMO and LUMO is 9.53 eV.

```
! RIJCOSX wB97M-V def2-TZVPD def2/J DEFGRID3
* xyz 0 1
C 1.54731 -0.78884 1.68349
C 1.45251 -0.06759 0.52278
C 2.02207 1.23199 0.47912
C 0.66742 -0.90852 -0.48894
C -0.62244 -0.13863 -0.98974
C -1.81705 -0.45780 -0.43262
C -2.89340 0.44978 -0.75632
H 1.76477 -0.35943 2.65316
H 1.64865 -1.87076 1.67255
H 3.09758 1.30496 0.32232
H 1.71763 1.72060 1.43263
H 1.37569 1.68321 -0.37813
H 1.42798 -1.03709 -1.43958
H 0.32650 -1.94464 -0.08153
H -0.37999 0.53622 -1.81022
H -1.91298 -1.37766 0.20801
H -2.57091 0.65472 -1.87395
H -3.90726 0.02029 -0.49288
H -2.94408 1.34919 -0.23014
*
```

How is the electron density shared among the atoms? According to Löwdin, the charges in e are: C 0.02; C -0.42; C -0.09; C -0.19; C -0.13; C -0.20; C -0.14; H 0.05; H 0.05; H 0.09; H 0.10; H 0.11; H 0.14; H 0.12; H 0.10; H 0.13; H 0.12; H 0.09; H 0.04


Entry 6:
The molecule C7H12. Source: the Open Molecules 2025 dataset; level of theory: the ωB97M-V functional and the def2-TZVPD basis.

As for the HOMO energy: -8.50 eV. As for the total energy: -273.80571 a.u. The SMILES is CC(C)=CC1CC1. The calculation puts the maximum force at 5.09 eV/Å. The calculation puts the energy above the lowest of the compared OMol25 structures with the same formula, charge and spin at 2.798 eV. The gap between HOMO and LUMO is 9.58 eV.

```
! RIJCOSX wB97M-V def2-TZVPD def2/J DEFGRID3
* xyz 0 1
C -1.61868 1.42253 -0.12692
C -1.30912 -0.08676 0.04240
C -2.39894 -1.09035 -0.00652
C -0.03930 -0.57914 0.12261
C 1.25939 0.18764 0.20593
C 2.55742 -0.29623 0.65621
C 2.33477 0.08856 -0.75693
H -2.62328 1.54780 0.01309
H -1.33341 1.93185 -0.96157
H -1.19954 1.89880 0.79359
H -3.40112 -0.69569 0.31658
H -2.16666 -1.58611 0.90937
H -2.46220 -1.78060 -0.87841
H -0.12401 -1.60487 -0.04707
H 1.02058 1.15749 0.43577
H 3.27096 0.39773 1.15864
H 2.93919 -1.30929 0.75222
H 2.96733 0.99491 -0.99672
H 2.32660 -0.59827 -1.63226
*
```

How is the electron density shared among the atoms? According to Löwdin, the charges in e are: C -0.03; C -0.31; C -0.09; C -0.02; C -0.31; C -0.14; C -0.16; H 0.03; H 0.04; H 0.10; H 0.09; H 0.06; H 0.10; H 0.09; H 0.10; H 0.11; H 0.10; H 0.12; H 0.12


Entry 7:
The molecule C7H12. Source: the Open Molecules 2025 dataset; level of theory: the ωB97M-V functional and the def2-TZVPD basis.

As for the HOMO energy: -9.33 eV. As for the total energy: -273.86177 a.u. The SMILES is CC#CCCCC. The calculation puts the maximum force at 0.52 eV/Å. The calculation puts the energy above the lowest of the compared OMol25 structures with the same formula, charge and spin at 1.273 eV. The gap between HOMO and LUMO is 10.41 eV.

```
! RIJCOSX wB97M-V def2-TZVPD def2/J DEFGRID3
* xyz 0 1
C -2.00562 0.04999 3.52040
C -1.43809 0.51750 2.25469
C -0.96312 0.87794 1.20652
C -0.33129 1.16065 -0.08737
C 0.39684 -0.08920 -0.60073
C 1.03496 0.07405 -1.97666
C 1.77310 -1.19476 -2.39977
H -1.65861 -0.96499 3.74195
H -3.09936 0.02932 3.47900
H -1.70871 0.69609 4.35265
H 0.37426 1.99650 0.00935
H -1.09068 1.47870 -0.81416
H 1.16328 -0.37191 0.13276
H -0.31983 -0.92031 -0.62953
H 1.73015 0.92490 -1.96807
H 0.25743 0.31745 -2.71370
H 2.63476 -1.38159 -1.74832
H 1.11349 -2.06808 -2.32882
H 2.13702 -1.13223 -3.43020
*
```

How is the electron density shared among the atoms? According to Löwdin, the charges in e are: C -0.11; C -0.09; C -0.05; C -0.22; C -0.24; C -0.28; C -0.12; H 0.08; H 0.07; H 0.07; H 0.12; H 0.12; H 0.12; H 0.12; H 0.11; H 0.11; H 0.07; H 0.07; H 0.07


Entry 8:
The molecule C7H12. Source: the Open Molecules 2025 dataset; level of theory: the ωB97M-V functional and the def2-TZVPD basis.

As for the HOMO energy: -8.04 eV. As for the total energy: -273.82859 a.u. The SMILES is C/C=C/C=C(C)C. The calculation puts the maximum force at 4.93 eV/Å. The calculation puts the energy above the lowest of the compared OMol25 structures with the same formula, charge and spin at 2.176 eV. The gap between HOMO and LUMO is 9.04 eV.

```
! RIJCOSX wB97M-V def2-TZVPD def2/J DEFGRID3
* xyz 0 1
C -3.50283 -0.32670 0.14982
C -2.26317 0.59153 0.06636
C -1.08504 0.00556 -0.10593
C 0.32255 0.60019 -0.21152
C 1.61674 0.03362 -0.13682
C 1.87133 -1.40620 -0.19999
C 2.72194 1.03822 0.05962
H -4.29989 0.42643 0.49005
H -3.39076 -1.18051 0.86006
H -3.74780 -0.67184 -0.88439
H -2.29190 1.76796 -0.11511
H -0.96344 -1.09435 0.11998
H 0.32002 1.71368 0.00886
H 2.81301 -1.64729 0.29050
H 1.77402 -1.90119 -1.25504
H 1.06621 -1.84586 0.38782
H 3.30985 1.06333 -0.83004
H 3.40584 0.77726 0.98470
H 2.32330 2.05616 0.32108
*
```

How is the electron density shared among the atoms? According to Löwdin, the charges in e are: C -0.13; C -0.20; C -0.16; C -0.06; C -0.37; C -0.09; C -0.09; H 0.08; H 0.08; H 0.07; H 0.14; H 0.11; H 0.10; H 0.07; H 0.12; H 0.06; H 0.06; H 0.11; H 0.08